[1]
{"formula": "C29H32F10N5O4PtS", "method": "ωB97M-V/def2-TZVPD", "total_charge": -1, "homo_lumo_gap_ha": 0.225, "de_lowest_ev": 0.000, "symbols": ["Pt", "C", "N", "C", "C", "N", "C", "C", "F", "C", "F", "C", "F", "C", "F", "C", "F", "C", "C", "N", "C", "C", "F", "C", "F", "C", "F", "C", "F", "C", "F", "H", "H", "H", "H", "H", "H", "H", "H", "H", "H", "H", "C", "C", "C", "C", "C", "C", "O", "N", "C", "O", "N", "C", "O", "H", "H", "H", "H", "H", "H", "H", "H", "H", "H", "H", "C", "C", "S", "O", "C", "C", "H", "H", "H", "H", "H", "H", "H", "H", "H", "H"], "xyz": [[0.6541, 0.6154, -0.3850], [3.3125, -1.1727, 0.5285], [2.8652, -0.1160, -0.3676], [3.4642, 1.1797, -0.0438], [2.8042, 1.7535, 1.2091], [1.3831, 1.9907, 0.9514], [0.5681, 2.2791, 2.0228], [-0.5007, 3.1737, 1.8171], [-0.6451, 3.7527, 0.6221], [-1.4242, 3.4880, 2.7880], [-2.4151, 4.3524, 2.5269], [-1.3296, 2.9267, 4.0500], [-2.2175, 3.2382, 5.0056], [-0.3037, 2.0439, 4.3011], [-0.2009, 1.4667, 5.5093], [0.6096, 1.7252, 3.3079], [1.5207, 0.7836, 3.6292], [2.8867, -0.5383, -1.7676], [1.7103, -1.4680, -2.0575], [0.4403, -0.7390, -1.9197], [-0.7401, -1.4150, -2.0473], [-0.9768, -2.8006, -2.1799], [0.0240, -3.7027, -2.2408], [-2.2486, -3.3463, -2.2593], [-2.3840, -4.6770, -2.3687], [-3.3738, -2.5549, -2.2148], [-4.6043, -3.0904, -2.2802], [-3.1959, -1.1857, -2.1238], [-4.2668, -0.3787, -2.1278], [-1.9301, -0.6494, -2.0694], [-1.8420, 0.6939, -2.0500], [4.3739, -1.4091, 0.3432], [2.7023, -2.0620, 0.4018], [3.2009, -0.8541, 1.5635], [3.2704, 1.8540, -0.8809], [4.5528, 1.0940, 0.1057], [3.3014, 2.7028, 1.4535], [3.0053, 1.0794, 2.0456], [3.8325, -1.0487, -2.0139], [2.8036, 0.3588, -2.3867], [1.7743, -2.3197, -1.3806], [1.8234, -1.8557, -3.0783], [-1.8743, -4.6370, 1.3223], [-1.1863, -4.0519, 2.5511], [-1.1722, -2.5251, 2.5652], [-0.5145, -1.9705, 3.8650], [0.9400, -2.3778, 4.0706], [-2.5877, -1.9893, 2.6073], [-3.4986, -2.5385, 3.1981], [-2.7532, -0.7805, 1.9977], [-1.7882, -0.0732, 1.2566], [-2.1029, 1.0522, 0.8910], [-0.6043, -0.6946, 0.9689], [-0.3680, -1.9630, 1.3858], [0.5391, -2.6433, 0.9193], [-1.9019, -5.7270, 1.3785], [-1.3358, -4.3643, 0.4139], [-2.9053, -4.2864, 1.2404], [-0.1534, -4.3971, 2.5849], [-1.6904, -4.3869, 3.4601], [-1.1266, -2.3185, 4.7019], [-0.5847, -0.8791, 3.8497], [1.0294, -3.4330, 4.3337], [1.3758, -1.7889, 4.8792], [1.5311, -2.2059, 3.1702], [-3.6490, -0.3270, 2.0869], [-0.6173, 4.7466, -2.5776], [-1.0404, 3.4986, -3.3316], [0.2421, 2.2156, -3.3463], [0.9244, 2.3382, -2.0141], [1.3907, 2.9911, -4.5237], [1.1138, 2.5172, -5.9423], [-1.4786, 5.4021, -2.4426], [0.1549, 5.3076, -3.1060], [-0.2318, 4.4711, -1.5964], [-1.2967, 3.6847, -4.3788], [-1.8974, 3.0224, -2.8523], [2.3711, 2.6745, -4.1676], [1.3353, 4.0767, -4.4368], [1.1762, 1.4304, -6.0094], [1.8352, 2.9478, -6.6382], [0.1159, 2.8134, -6.2735]], "mulliken_charge": [3.052, -1.234, 0.488, -1.163, -0.332, -0.348, -1.138, 0.043, -0.275, 0.442, -0.378, 0.771, -0.354, 0.401, -0.420, 0.945, -0.492, -1.344, -0.295, 0.309, -0.597, 0.242, -0.469, 0.379, -0.418, 0.887, -0.367, 0.292, -0.375, -0.234, -0.399, 0.286, 0.288, 0.198, 0.207, 0.423, 0.419, 0.325, 0.372, 0.118, 0.193, 0.591, -1.252, -1.252, 2.584, -0.715, -1.294, -0.303, -0.723, 0.338, -1.025, -0.662, 0.904, -1.430, -0.722, 0.482, 0.171, 0.301, 0.437, 0.408, 0.567, -0.027, 0.417, 0.438, 0.085, 0.313, -1.116, -0.452, 0.579, -0.676, -0.543, -1.105, 0.400, 0.301, 0.222, 0.453, 0.242, 0.376, 0.287, 0.294, 0.408, 0.254]}


[2]
{"formula": "C35H38F4N3OTaTe", "method": "ωB97M-V/def2-TZVPD", "s_squared": 0.758, "spin_multiplicity": 2, "total_charge": 3, "homo_lumo_gap_ha": [0.247, 0.260], "de_lowest_ev": 0.000, "symbols": ["Ta", "C", "C", "N", "C", "C", "C", "C", "N", "C", "C", "F", "C", "F", "C", "C", "F", "C", "F", "H", "H", "H", "H", "H", "H", "H", "H", "H", "H", "H", "H", "H", "H", "H", "C", "C", "C", "C", "C", "C", "Te", "N", "C", "O", "C", "C", "C", "C", "C", "C", "C", "C", "C", "C", "C", "C", "C", "C", "C", "C", "H", "H", "H", "H", "H", "H", "H", "H", "H", "H", "H", "H", "H", "H", "H", "H", "H", "H", "H", "H", "H", "H", "H"], "xyz": [[-0.1981, -0.0421, 0.9390], [-2.8412, 2.5885, 0.4260], [-3.0224, 1.1522, -0.0176], [-1.8089, 0.4887, -0.6366], [-1.3545, 1.3535, -1.7859], [-0.2793, 0.7475, -2.6656], [-2.2801, -0.8344, -1.1930], [-2.2730, -1.8825, -0.1040], [-0.8963, -1.8349, 0.4323], [0.0155, -2.8545, 0.0936], [1.2980, -2.4335, -0.2351], [1.4732, -1.0317, -0.1630], [2.3359, -3.2638, -0.5756], [3.5230, -2.7566, -0.8634], [2.0851, -4.6238, -0.6127], [0.8196, -5.0852, -0.2920], [0.5677, -6.3754, -0.3124], [-0.2129, -4.2234, 0.0769], [-1.3996, -4.7056, 0.4184], [-3.7677, 2.9087, 0.9036], [-2.0464, 2.7150, 1.1590], [-2.6650, 3.2656, -0.4072], [-3.3416, 0.5317, 0.8202], [-3.8160, 1.1010, -0.7663], [-2.2474, 1.5906, -2.3726], [-0.9972, 2.2834, -1.3552], [-0.6574, -0.0041, -3.3544], [0.1458, 1.5442, -3.2739], [0.5416, 0.3191, -2.0844], [-3.2586, -0.7078, -1.6596], [-1.5771, -1.1502, -1.9577], [-2.9866, -1.6601, 0.6897], [-2.5250, -2.8676, -0.4883], [2.8673, -5.3208, -0.8867], [0.6054, -3.1264, 7.3786], [0.4409, -1.9283, 6.4932], [0.8759, -1.9357, 5.1721], [0.7507, -0.8325, 4.3383], [1.3018, -1.0102, 2.9400], [0.1470, 0.3229, 4.8512], [-0.1429, 2.1916, 3.9046], [0.1909, 1.6916, 1.9566], [0.5061, 2.9228, 1.3038], [0.1516, 3.9700, 1.7848], [1.2909, 2.7533, 0.0601], [2.1433, 1.6502, -0.0792], [2.9213, 1.5181, -1.2281], [2.8511, 2.4844, -2.2172], [2.0146, 3.5918, -2.0659], [1.2374, 3.7335, -0.9282], [-2.2235, 2.3014, 3.8506], [-2.7279, 3.5631, 4.1454], [-4.1022, 3.7647, 4.1537], [-4.9491, 2.7080, 3.8609], [-4.4322, 1.4548, 3.5446], [-3.0628, 1.2240, 3.5382], [-2.5556, -0.1472, 3.2078], [-0.2704, 0.3804, 6.1928], [-0.8752, 1.6141, 6.8190], [-0.1211, -0.7539, 6.9796], [1.0079, -3.9783, 6.8355], [-0.3501, -3.4144, 7.8176], [1.2829, -2.8952, 8.2017], [1.3533, -2.8304, 4.7868], [2.1809, -1.6561, 2.9408], [1.6488, -0.0714, 2.4872], [0.5795, -1.5982, 2.3277], [2.3624, 1.0194, 0.7777], [3.6173, 0.6945, -1.3214], [3.4720, 2.3991, -3.0993], [1.9889, 4.3535, -2.8343], [0.6066, 4.6023, -0.7846], [-2.0656, 4.3920, 4.3685], [-4.5019, 4.7415, 4.3898], [-6.0211, 2.8544, 3.8742], [-5.1106, 0.6410, 3.3160], [-3.3317, -0.7757, 2.7762], [-2.0904, -0.6707, 4.0414], [-1.7352, -0.0809, 2.4360], [-0.3472, 2.5383, 6.5520], [-0.8126, 1.5532, 7.9033], [-1.9289, 1.7314, 6.5584], [-0.4407, -0.7098, 8.0145]], "lowdin_spin": [0.926, 0.001, 0.008, 0.010, 0.009, 0.005, 0.000, -0.001, -0.028, 0.000, -0.003, 0.030, 0.000, 0.001, -0.005, 0.001, 0.001, -0.004, -0.001, 0.000, 0.000, 0.000, 0.001, 0.001, 0.001, 0.000, 0.000, 0.000, 0.003, 0.000, 0.000, 0.000, 0.000, 0.000, 0.000, 0.000, 0.000, 0.004, 0.016, 0.001, 0.003, -0.007, 0.001, -0.003, 0.003, 0.004, 0.000, 0.001, -0.001, 0.001, 0.000, 0.000, 0.000, 0.000, 0.000, 0.001, 0.003, 0.000, 0.000, 0.000, 0.000, 0.000, 0.000, 0.000, 0.001, 0.001, 0.004, 0.001, 0.000, 0.000, 0.000, 0.000, 0.000, 0.000, 0.000, 0.000, 0.000, 0.000, 0.008, 0.000, 0.000, 0.000, 0.000]}


[3]
{"formula": "C47H47AsN5PtS", "method": "ωB97M-V/def2-TZVPD", "s_squared": 2.047, "spin_multiplicity": 3, "total_charge": 1, "homo_lumo_gap_ha": [0.163, 0.215], "symbols": ["Pt", "C", "C", "C", "C", "C", "C", "C", "N", "C", "C", "C", "C", "C", "C", "C", "N", "C", "C", "C", "C", "H", "H", "H", "H", "H", "H", "H", "H", "H", "H", "H", "H", "H", "H", "H", "H", "H", "H", "H", "H", "H", "H", "H", "H", "S", "C", "C", "C", "C", "C", "C", "As", "C", "C", "C", "C", "C", "C", "C", "C", "C", "C", "C", "C", "H", "H", "H", "H", "H", "H", "H", "H", "H", "H", "H", "H", "H", "H", "C", "C", "N", "C", "C", "C", "C", "C", "C", "C", "C", "N", "C", "N", "H", "H", "H", "H", "H", "H", "H", "H", "H"], "xyz": [[14.8023, 14.4380, 10.6079], [21.4110, 16.7668, 11.6916], [20.8872, 15.7886, 10.6333], [20.8056, 16.5710, 9.3085], [21.9117, 14.6295, 10.6596], [19.5227, 15.3346, 10.9535], [18.6385, 16.3747, 11.1604], [17.2745, 16.1577, 11.2979], [16.7382, 14.9208, 11.0401], [17.5855, 13.8851, 10.8286], [18.9626, 14.0459, 10.9177], [16.9700, 12.5976, 10.5277], [17.6923, 11.4706, 10.1921], [17.1008, 10.2043, 10.1462], [15.6932, 10.1492, 10.3009], [15.0184, 11.3496, 10.4148], [15.5821, 12.5714, 10.5870], [17.9330, 9.0100, 9.6820], [17.8853, 8.8867, 8.1543], [19.4206, 9.2649, 10.0550], [17.3886, 7.7203, 10.2609], [22.4715, 16.9772, 11.5059], [21.3101, 16.3776, 12.7409], [20.7978, 17.6890, 11.7599], [21.8002, 16.8975, 9.0901], [20.1328, 17.4152, 9.4105], [20.4232, 15.9239, 8.5064], [22.8947, 14.9893, 10.2367], [21.6767, 13.8116, 9.9524], [22.0174, 14.2888, 11.7307], [18.9667, 17.3983, 11.1886], [16.6317, 16.9902, 11.5690], [19.6586, 13.2245, 10.7547], [18.7764, 11.6118, 9.9822], [15.1564, 9.2128, 10.4922], [13.9307, 11.3298, 10.4594], [18.2276, 9.7427, 7.5663], [16.8308, 8.8134, 7.8822], [18.3960, 7.9740, 7.7656], [19.9063, 10.0674, 9.4130], [19.9951, 8.3183, 9.7953], [19.5944, 9.5292, 11.1135], [16.6060, 7.4063, 9.5586], [16.9772, 7.8127, 11.2688], [18.1625, 6.9200, 10.1356], [12.9939, 16.1042, 7.0970], [11.7551, 16.6646, 8.1214], [11.1668, 17.9677, 7.9926], [10.5792, 18.5859, 9.0990], [10.3565, 17.8468, 10.2394], [10.6424, 16.4829, 10.1942], [11.4665, 15.8641, 9.2878], [12.5340, 14.1897, 9.6378], [12.1491, 12.8607, 8.2493], [10.9397, 12.8167, 7.4727], [10.8125, 11.8173, 6.5146], [11.7987, 10.8622, 6.2921], [13.0029, 11.0364, 6.9980], [13.2174, 12.0531, 7.9186], [11.2987, 13.5462, 11.0288], [11.7852, 13.1818, 12.2948], [10.9362, 12.6481, 13.2454], [9.5807, 12.4803, 13.0007], [9.1535, 12.6193, 11.6511], [9.9354, 13.2872, 10.7401], [11.1489, 18.5130, 7.0290], [10.2645, 19.5915, 8.9806], [9.7827, 18.1578, 11.0696], [10.2157, 15.8501, 11.0045], [10.1326, 13.5218, 7.5764], [9.8715, 11.7800, 5.9994], [11.6280, 9.9736, 5.6802], [13.8699, 10.3558, 6.7586], [14.2610, 12.2408, 8.2845], [12.8791, 13.3622, 12.5741], [11.2739, 12.4800, 14.2403], [8.9823, 12.0931, 13.8071], [8.1518, 12.3029, 11.4137], [9.5319, 13.4444, 9.7603], [13.7572, 18.3243, 11.8839], [13.9306, 16.9459, 11.7330], [14.4945, 16.4373, 10.6736], [14.6104, 17.1436, 9.5340], [14.4181, 18.4928, 9.5637], [14.0064, 19.1137, 10.7724], [14.4843, 19.2692, 8.3630], [15.5179, 19.9231, 7.7559], [16.7629, 20.3206, 8.4144], [16.9718, 20.6002, 9.8245], [18.2633, 20.9341, 10.2028], [19.2895, 21.0026, 9.3166], [18.9943, 20.7938, 8.0773], [17.8020, 20.5758, 7.5877], [13.4598, 18.7154, 12.8241], [13.5489, 16.2666, 12.4791], [14.8432, 16.5639, 8.6413], [13.8580, 20.1636, 10.7988], [13.5769, 19.3397, 7.7205], [15.5032, 20.1751, 6.7265], [16.2511, 20.3485, 10.5810], [18.5842, 21.1780, 11.2073], [19.7837, 20.7784, 7.3190]], "lowdin_spin": [0.023, 0.002, 0.005, 0.003, 0.001, 0.059, 0.060, 0.024, 0.116, 0.107, 0.040, 0.133, 0.033, 0.091, 0.073, 0.034, 0.126, 0.009, 0.007, 0.003, 0.000, 0.000, 0.000, 0.000, 0.000, 0.001, 0.000, 0.000, 0.000, 0.000, 0.004, 0.000, 0.002, 0.000, 0.004, 0.001, 0.000, 0.000, 0.001, 0.000, 0.000, 0.001, 0.000, 0.000, 0.000, 0.590, 0.044, 0.113, -0.011, 0.119, -0.008, 0.086, 0.010, 0.006, 0.004, 0.000, 0.000, 0.001, 0.001, 0.001, 0.002, 0.000, 0.000, 0.000, 0.000, 0.003, -0.003, 0.007, -0.002, 0.000, 0.000, 0.000, 0.000, 0.002, 0.002, 0.000, 0.000, 0.000, 0.000, 0.000, 0.004, 0.008, 0.025, 0.002, 0.001, 0.003, 0.002, 0.000, 0.001, 0.000, 0.000, 0.000, 0.000, 0.000, 0.001, 0.016, 0.000, 0.001, 0.000, 0.000, 0.000, 0.000]}